Here is a 2-piece molecular cluster, H3N3O2 overall from OMol25. Energies are from the ωB97M-V functional and the def2-TZVPD basis.

Multiplicity: 1
SMILES: [H]/N=N/N=O.O
Gap between HOMO and LUMO: 8.985 eV
Relative energy (zero: lowest compared OMol25 entry of this formula, charge and spin): 130.3 kJ/mol

Atoms and positions in Å:
H 2.48410 0.27073 0.31624
N 1.55613 0.65807 0.32293
N 0.79307 0.19022 -0.53743
N 0.01388 0.50925 -1.36981
O -1.01966 0.22139 -1.91640
O -0.92852 -0.67305 0.92742
H -1.79502 -1.13241 0.67829
H -1.10397 -0.04419 1.57875